[1]
Entry from OMol25: a 2-piece molecular cluster, C46H55OSi4 overall (ωB97M-V/def2-TZVPD).

Atoms and positions in Å:
1 C 7.1493 -6.7862 -2.0562
2 C 5.7888 -6.7589 -2.2960
3 C 5.0674 -5.5738 -2.1278
4 C 5.7346 -4.4176 -1.7472
5 O 5.0594 -3.2549 -1.4004
6 C 3.6980 -3.2923 -1.0840
7 C 3.3568 -3.1285 0.2675
8 C 2.0247 -3.0048 0.6236
9 C 1.0398 -2.8429 -0.3391
10 C -0.3929 -2.4539 0.0240
11 C -1.4264 -3.3712 -0.5869
12 C -2.7427 -2.9299 -0.4510
13 C -3.8097 -3.6377 -0.9967
14 C -3.5401 -4.8528 -1.6324
15 C -2.2302 -5.3761 -1.6720
16 C -1.1520 -4.6207 -1.1760
17 C 1.3882 -3.0312 -1.6697
18 C 2.6864 -3.3282 -2.0559
19 C 7.1167 -4.4050 -1.5642
20 C 7.7971 -5.6169 -1.6780
21 H 7.6824 -7.7164 -2.1513
22 H 5.2775 -7.6568 -2.6245
23 H 3.9881 -5.5296 -2.2847
24 H 4.1413 -3.1710 1.0181
25 H 1.7314 -3.0495 1.6710
26 H -0.6150 -2.3656 1.0932
27 H -2.9202 -1.9988 0.0535
28 H -4.8397 -3.2407 -0.9539
29 H -4.3588 -5.3992 -2.0940
30 H -2.0498 -6.3686 -2.0987
31 H -0.1360 -5.0221 -1.2671
32 H 0.5912 -2.9917 -2.4369
33 H 2.9107 -3.5772 -3.0919
34 H 7.6138 -3.4628 -1.3273
35 H 8.8653 -5.6601 -1.4948
36 C 1.3487 -0.4219 2.1572
37 Si 1.0327 1.3123 2.6618
38 C 0.5958 1.3651 4.4313
39 C 2.6471 2.1938 2.2962
40 C 2.5749 3.5893 2.2710
41 C 3.7218 4.3426 1.9916
42 C 4.9388 3.6977 1.7290
43 C 5.0038 2.3028 1.7432
44 C 3.8636 1.5398 2.0357
45 C -0.2197 2.1602 1.5677
46 Si -1.6887 1.3435 0.7962
47 H -0.4867 -1.5113 -0.3347
48 C -3.2577 1.1758 1.7748
49 Si -3.9747 2.8466 2.3708
50 C -4.2602 2.7316 4.2174
51 C -2.8580 4.2448 1.8483
52 C -5.5760 3.1450 1.4258
53 C -5.7822 4.4083 0.8616
54 C -7.0231 4.7390 0.3151
55 C -8.0581 3.8117 0.2470
56 C -7.8014 2.5207 0.7024
57 C -6.5739 2.1688 1.2733
58 C -2.1404 2.0192 -0.8789
59 Si -1.3369 1.3790 -2.4346
60 C -1.8513 -0.2985 -2.9378
61 C -1.8600 2.5843 -3.6786
62 C 0.5108 1.3393 -2.2794
63 C 1.2445 0.2061 -2.6125
64 C 2.6214 0.1906 -2.4030
65 C 3.2698 1.3009 -1.8698
66 C 2.5331 2.4488 -1.6060
67 C 1.1579 2.4890 -1.8458
68 H 0.4826 -1.0574 2.3695
69 H 1.6287 -0.4840 1.1043
70 H 2.1893 -0.7833 2.7477
71 H -0.3931 0.9263 4.6334
72 H 1.3489 0.7494 4.9321
73 H 0.6443 2.3880 4.8290
74 H 1.6173 4.0974 2.4737
75 H 3.6573 5.4300 1.9780
76 H 5.8353 4.2788 1.5121
77 H 5.9469 1.7953 1.5283
78 H 3.9216 0.4461 2.0677
79 H -0.6801 2.8727 2.2514
80 H 0.2714 2.7115 0.7544
81 H -4.0873 0.7648 1.1533
82 H -3.2070 0.6154 2.7271
83 H -3.3249 2.5106 4.7587
84 H -4.6631 3.6428 4.6705
85 H -4.9734 1.9353 4.4854
86 H -1.8818 4.1983 2.3491
87 H -2.7012 4.2225 0.7554
88 H -3.2775 5.2342 2.0978
89 H -4.9762 5.1482 0.8203
90 H -7.1687 5.7322 -0.0921
91 H -9.0219 4.0816 -0.1874
92 H -8.5718 1.7686 0.5816
93 H -6.4046 1.1327 1.5783
94 H -3.2279 1.9414 -1.0171
95 H -1.9035 3.0901 -0.7680
96 H -2.9360 -0.3928 -3.0200
97 H -1.4090 -0.4927 -3.9202
98 H -1.4998 -1.0603 -2.2514
99 H -2.9407 2.6890 -3.6470
100 H -1.3858 3.5563 -3.5141
101 H -1.6147 2.1902 -4.6561
102 H 0.7398 -0.6517 -3.0507
103 H 3.2058 -0.6800 -2.6657
104 H 4.3439 1.2397 -1.6884
105 H 3.0279 3.3312 -1.2170
106 H 0.5776 3.4100 -1.6925

Computed properties:
E_HOMO	-0.3756	Ha
net charge	+1
HOMO-LUMO gap	5.4	eV

---

[2]
Entry from OMol25: a 11-piece molecular cluster, C46H56Cl8O24 overall (ωB97M-V/def2-TZVPD).

Atoms and positions in Å:
1 O -0.7557 -4.8421 0.4124
2 C -0.2576 -3.9785 1.0958
3 C 0.4041 -2.8126 0.5455
4 C 0.8359 -1.7781 1.2932
5 O 1.3751 -0.7059 0.7478
6 C 0.6618 -1.7227 2.7927
7 O 1.0785 -0.7624 3.4073
8 C -0.0470 -2.8491 3.3342
9 C -0.5081 -3.8735 2.5938
10 O -1.2192 -4.8523 3.1443
11 H 0.6151 -2.8132 -0.5177
12 H 1.4644 0.0254 1.3953
13 H -0.0418 -2.9691 4.4119
14 H -1.3152 -5.5959 2.5292
15 O -4.1094 3.2490 5.9895
16 C -3.8769 3.6111 4.8509
17 C -3.1260 4.8131 4.5797
18 C -2.8641 5.2591 3.3360
19 O -2.4026 6.5037 3.0876
20 C -3.3805 4.5269 2.1474
21 O -3.1225 4.7754 0.9869
22 C -4.1261 3.3017 2.4281
23 C -4.3506 2.8596 3.6730
24 O -5.0761 1.7574 3.8958
25 H -2.8758 5.5171 5.3639
26 H -2.8949 6.9534 2.3918
27 H -4.3623 2.7013 1.5601
28 H -4.8238 1.4169 4.7731
29 O 1.3341 -3.9985 -2.2275
30 C 1.3153 -5.1626 -1.9040
31 C 0.2380 -6.0632 -2.3209
32 C 0.0894 -7.3014 -1.8167
33 O -0.8533 -8.1330 -2.2809
34 C 1.0099 -7.8435 -0.7706
35 O 0.7647 -8.8729 -0.1663
36 C 2.1412 -7.0151 -0.4257
37 C 2.2990 -5.7944 -0.9629
38 O 3.4743 -5.1505 -0.9301
39 H -0.3784 -5.8272 -3.1808
40 H -0.6544 -9.0416 -2.0124
41 H 2.9151 -7.5022 0.1504
42 H 3.3323 -4.1961 -1.0918
43 O 1.5786 0.1337 -2.3068
44 C 0.5460 0.5475 -1.8225
45 C 0.3108 1.9172 -1.4008
46 C -0.8648 2.3336 -0.8843
47 O -0.8959 3.5061 -0.2313
48 C -2.0892 1.4496 -0.7515
49 O -3.1310 1.7897 -0.2333
50 C -1.8869 0.1293 -1.3115
51 C -0.6913 -0.2894 -1.7542
52 O -0.5728 -1.5772 -2.1195
53 H 1.0818 2.6764 -1.4412
54 H -1.7855 3.9038 -0.2212
55 H -2.6426 -0.6441 -1.2475
56 H 0.3109 -1.6857 -2.5197
57 O 0.5758 4.5045 1.6833
58 C 0.4260 4.1477 2.8381
59 C 0.3612 4.9956 4.0070
60 C 0.2708 4.4530 5.2402
61 O 0.1165 5.2215 6.3241
62 C 0.1776 2.9535 5.5274
63 O -0.0422 2.5284 6.6315
64 C 0.1816 2.1765 4.3049
65 C 0.2504 2.7029 3.0894
66 O 0.0945 1.9818 1.9613
67 H 0.3338 6.0750 3.9436
68 H 0.1313 4.6378 7.1030
69 H 0.0616 1.1011 4.3719
70 H 0.0910 2.6548 1.2475
71 C 1.0350 3.8337 -4.4175
72 O 0.3143 2.7268 -4.9117
73 C -1.0676 3.0162 -5.0402
74 C -1.7971 1.8068 -5.5723
75 O -2.0018 0.9342 -4.4859
76 C -2.5755 -0.2896 -4.7802
77 H 2.0663 3.7045 -4.7414
78 H 0.8503 4.1048 -3.3786
79 H 0.7739 4.7368 -4.9950
80 H -1.0997 3.8311 -5.7801
81 H -1.5365 3.4418 -4.1469
82 H -1.1815 1.3865 -6.3786
83 H -2.7562 2.0306 -6.0517
84 H -3.4430 -0.2367 -5.4562
85 H -2.9559 -0.8055 -3.8982
86 H -1.9163 -1.0082 -5.2889
87 C 5.3194 2.5716 5.6331
88 O 4.0266 2.0891 5.3436
89 C 3.7807 1.3554 4.1599
90 C 3.9346 2.1653 2.8870
91 O 3.4179 1.4955 1.7525
92 C 3.6353 2.2448 0.5702
93 H 5.2497 3.1068 6.5779
94 H 5.6382 3.2393 4.8294
95 H 6.0651 1.7868 5.7984
96 H 2.7879 0.9432 4.3234
97 H 4.4531 0.4882 4.1468
98 H 4.9787 2.4340 2.6994
99 H 3.3276 3.0682 3.0431
100 H 4.7027 2.4775 0.5769
101 H 3.0472 3.1674 0.4991
102 H 3.3142 1.6778 -0.3032
103 Cl -3.5470 -5.7252 -4.2350
104 C -2.9550 -5.3197 -2.5971
105 C -2.7921 -3.7805 -2.5631
106 Cl -3.2944 -3.2062 -0.9098
107 H -2.1525 -5.9743 -2.2809
108 H -3.8206 -5.4964 -1.9620
109 H -3.4106 -3.2361 -3.2650
110 H -1.7699 -3.4103 -2.5962
111 Cl 2.7392 -1.5005 -7.7303
112 C 1.8106 -0.3216 -6.7655
113 C 1.5646 -0.7360 -5.3042
114 Cl 1.0191 -2.3894 -5.0543
115 H 0.8016 -0.3012 -7.1774
116 H 2.2188 0.6834 -6.8023
117 H 0.7478 -0.1032 -4.9568
118 H 2.4268 -0.5899 -4.6587
119 Cl 4.7824 -2.4660 0.1075
120 C 4.6570 -1.0167 -0.9258
121 C 4.9434 -1.2374 -2.3903
122 Cl 4.1633 -2.6713 -3.0539
123 H 5.2403 -0.2331 -0.4453
124 H 3.6315 -0.6680 -0.7981
125 H 5.9850 -1.1448 -2.7029
126 H 4.5401 -0.4236 -3.0004
127 Cl -3.1023 -0.4627 2.9169
128 C -4.0863 -1.1718 1.6141
129 C -5.4290 -0.4737 1.4978
130 Cl -6.5788 -1.1901 0.3338
131 H -4.1776 -2.2135 1.9168
132 H -3.4737 -1.1545 0.7197
133 H -5.3013 0.5397 1.1130
134 H -5.9918 -0.2680 2.4047

Computed properties:
E_HOMO	-0.3438	Ha
HOMO-LUMO gap	7.5	eV
structure (SMILES)	O=C1C=C(O)C(=O)C=C1O.O=C1C=C(O)C(=O)C=C1O.O=C1C=C(O)C(=O)C=C1O.O=C1C=C(O)C(=O)C=C1O.O=C1C=C(O)C(=O)C=C1O.COCCOC.COCCOC.ClCCCl.ClCCCl.ClCCCl.ClCCCl